Arrangement a

The following is a quantum chemistry calculation of an isolated molecule of C2H5N5O, from the Open Molecules 2025 dataset.

HOMO-LUMO gap, eV: 9.151
Lowest unoccupied orbital energy, eV: 0.491
SMILES: NNc1n[nH][nH]c1=O

Geometry as ORCA input:
```
! RIJCOSX wB97M-V def2-TZVPD def2/J DEFGRID3
* xyz 0 1
C 0.024 -0.119 -0.449
C -0.759 1.047 -0.271
H 2.565 -0.279 1.058
H 3.171 0.230 -0.470
H 1.499 -1.438 -0.131
H -2.020 -1.341 0.805
H -2.851 1.020 0.403
N 2.254 0.443 0.297
N 1.275 -0.347 -0.556
N -0.699 -1.169 -0.376
N -2.008 -0.810 -0.124
N -1.879 0.477 0.155
O -0.571 2.287 -0.342
*
```

=====

Arrangement b

The following is a quantum chemistry calculation of an isolated molecule of C2H5N5O, from the Open Molecules 2025 dataset.

HOMO-LUMO gap, eV: 9.751
Lowest unoccupied orbital energy, eV: 0.441
SMILES: Nc1nc(=O)n(N)[nH]1

Geometry as ORCA input:
```
! RIJCOSX wB97M-V def2-TZVPD def2/J DEFGRID3
* xyz 0 1
C 1.087 0.287 0.006
C -0.810 1.104 0.085
H 2.826 1.048 -0.296
H 2.812 -0.519 0.582
H -2.605 -1.399 0.674
H -2.756 -0.350 -0.669
H 0.662 -1.749 -0.333
N 2.478 0.158 -0.399
N 0.532 1.435 0.476
N -0.974 -0.230 0.294
N -2.058 -0.872 -0.197
N 0.392 -0.788 0.078
O -1.586 1.876 -0.301
*
```

=====

Arrangement c

The following is a quantum chemistry calculation of C2H5N5O as an isolated structure, from the Open Molecules 2025 dataset.

HOMO-LUMO gap, eV: 7.887
Lowest unoccupied orbital energy, eV: -0.540

Geometry as ORCA input:
```
! RIJCOSX wB97M-V def2-TZVPD def2/J DEFGRID3
* xyz 0 1
C 0.894 -0.083 1.093
C -0.929 -0.417 0.211
H -1.069 1.561 -1.919
H -1.047 -0.299 -1.914
H 1.974 1.328 -0.251
H 2.533 0.092 2.214
H -1.993 -1.931 -0.199
N -0.387 0.591 -1.843
N -0.399 0.759 -0.325
N 0.931 0.534 0.044
N -0.288 -0.786 1.301
N -1.861 -1.061 -0.539
O 1.641 -0.289 2.127
*
```

=====

Arrangement d

The following is a quantum chemistry calculation of C2H5N5O as an isolated structure, from the Open Molecules 2025 dataset.

HOMO-LUMO gap, eV: 9.203
Lowest unoccupied orbital energy, eV: -0.075

Geometry as ORCA input:
```
! RIJCOSX wB97M-V def2-TZVPD def2/J DEFGRID3
* xyz 0 1
C 1.230 -0.033 -0.152
C -0.574 0.800 -0.440
H 2.894 0.566 1.010
H 2.874 -1.105 0.648
H -0.932 2.473 0.164
H -2.503 -0.203 0.459
H -2.400 -1.985 -0.380
N 2.571 -0.169 -0.087
N 0.738 1.057 -0.253
N -1.575 1.590 -0.126
N -0.925 -0.610 -0.645
N -1.954 -1.286 0.368
O 0.556 -1.095 -0.565
*
```

=====

Most stable structure, least stable structure: arrangement b, arrangement d.

=====

Arrangement a

The following is a quantum chemistry calculation of an isolated ion of composition C3H4NO and charge +1, from the Open Molecules 2025 dataset.

HOMO-LUMO gap, eV: 11.108
Lowest unoccupied orbital energy, eV: -6.013
SMILES: C=[N+]=CC=O

Geometry as ORCA input:
```
! RIJCOSX wB97M-V def2-TZVPD def2/J DEFGRID3
* xyz 1 1
C -0.100 1.130 0.020
C 1.284 0.263 0.019
C -1.050 -0.938 0.052
N -1.035 0.337 -0.002
O 1.102 -0.916 -0.021
H -0.325 2.247 -0.005
H 2.342 0.732 -0.066
H -1.068 -1.520 0.966
H -1.149 -1.336 -0.961
*
```

=====

Arrangement b

The following is a quantum chemistry calculation of an isolated ion of composition C3H4NO and charge +1, from the Open Molecules 2025 dataset.

HOMO-LUMO gap, eV: 10.803
Lowest unoccupied orbital energy, eV: -6.404
SMILES: CC#[N+]C=O

Geometry as ORCA input:
```
! RIJCOSX wB97M-V def2-TZVPD def2/J DEFGRID3
* xyz 1 1
C 1.025 -0.996 -0.344
C -1.492 1.234 0.359
C 0.611 0.243 0.178
N -0.047 1.105 0.623
O -1.798 1.723 -0.631
H 2.114 -0.964 -0.518
H -1.941 0.858 1.247
H 0.724 -1.495 -1.400
H 0.804 -1.709 0.486
*
```

=====

Arrangement c

The following is a quantum chemistry calculation of an isolated ion of composition C3H4NO and charge +1, from the Open Molecules 2025 dataset.

HOMO-LUMO gap (alpha / beta), eV: 7.349 / 7.378
Lowest unoccupied orbital energy (alpha / beta), eV: -7.438 / -7.649
SMILES: C1#COC[NH2+]1

Geometry as ORCA input:
```
! RIJCOSX wB97M-V def2-TZVPD def2/J DEFGRID3
* xyz 1 1
C -1.639 -1.309 -0.039
C -2.428 -0.114 -0.005
C -0.362 0.758 -0.005
N -0.233 -0.718 0.082
O -1.734 0.912 -0.029
H 0.206 1.404 0.818
H 0.110 1.132 -0.980
H 0.079 -1.123 0.990
H 0.331 -1.046 -0.610
*
```

=====

Arrangement d

The following is a quantum chemistry calculation of an isolated ion of composition C3H4NO and charge +1, from the Open Molecules 2025 dataset.

HOMO-LUMO gap (alpha / beta), eV: 8.006 / 8.186
Lowest unoccupied orbital energy (alpha / beta), eV: -7.078 / -7.139

Geometry as ORCA input:
```
! RIJCOSX wB97M-V def2-TZVPD def2/J DEFGRID3
* xyz 1 1
C 0.106 1.013 -0.065
C 1.632 -0.786 -0.081
C -1.224 0.307 0.007
N -1.382 -0.914 -0.064
O 1.106 0.280 -0.008
H 0.187 2.067 -0.287
H -0.615 -1.578 -0.183
H 2.276 -1.349 0.574
H -2.085 0.959 0.108
*
```

=====

Most stable structure, least stable structure: arrangement a, arrangement c.

=====

Arrangement a

The following is a quantum chemistry calculation of a 2-piece molecular cluster, C3H4NO overall, from the Open Molecules 2025 dataset.

HOMO-LUMO gap, eV: 10.041
Lowest unoccupied orbital energy, eV: -6.831

Geometry as ORCA input:
```
! RIJCOSX wB97M-V def2-TZVPD def2/J DEFGRID3
* xyz 1 1
C 0.023 -1.054 0.060
C -1.358 0.589 -0.027
C 0.735 0.188 0.163
N -0.244 1.186 0.021
O -1.242 -0.799 -0.008
H 0.280 -2.040 0.088
H -2.952 1.101 -0.538
H 1.095 0.409 1.302
H 1.597 0.417 -0.512
*
```

=====

Arrangement b

The following is a quantum chemistry calculation of an isolated ion of composition C3H4NO and charge +1, from the Open Molecules 2025 dataset.

HOMO-LUMO gap, eV: 9.489
Lowest unoccupied orbital energy, eV: -5.349

Geometry as ORCA input:
```
! RIJCOSX wB97M-V def2-TZVPD def2/J DEFGRID3
* xyz 1 1
C 0.012 -0.868 0.018
C 0.215 1.319 0.006
C -1.250 -0.159 0.057
N 0.929 0.246 0.005
O -2.376 0.092 0.118
H 0.257 -1.679 0.866
H -0.103 -1.561 -0.815
H 0.337 2.341 -0.048
H 1.978 0.269 -0.207
*
```

=====

Most stable structure, least stable structure: arrangement b, arrangement a.

=====

Arrangement a

The following is a quantum chemistry calculation of C4H6O2 as an isolated structure, from the Open Molecules 2025 dataset.

HOMO-LUMO gap, eV: 10.632
Lowest unoccupied orbital energy, eV: 0.944

Geometry as ORCA input:
```
! RIJCOSX wB97M-V def2-TZVPD def2/J DEFGRID3
* xyz 0 1
O 2.307 -1.327 0.475
C 1.249 -0.761 0.587
C 0.420 -0.098 -0.487
C -1.038 -0.419 -0.131
O -1.148 0.764 0.663
C -0.078 1.328 -0.113
H 0.661 -0.786 1.528
H 0.735 -0.317 -1.512
H -1.547 -0.328 -1.088
H -1.370 -1.321 0.399
H 0.596 1.970 0.456
H -0.517 1.904 -0.947
*
```

=====

Arrangement b

The following is a quantum chemistry calculation of a 2-piece molecular cluster, C4H6O2 overall, from the Open Molecules 2025 dataset.

HOMO-LUMO gap, eV: 8.226
Lowest unoccupied orbital energy, eV: 0.006

Geometry as ORCA input:
```
! RIJCOSX wB97M-V def2-TZVPD def2/J DEFGRID3
* xyz 0 1
C -2.253 -0.842 -0.349
O -2.650 -1.232 0.726
C -0.136 0.146 0.433
C 1.223 0.104 0.784
C 1.841 0.374 -0.518
O 0.757 1.315 -0.332
H -1.863 -1.526 -1.130
H -2.348 0.209 -0.684
H -0.755 0.642 1.189
H 1.718 0.263 1.745
H 1.667 -0.341 -1.325
H 2.800 0.888 -0.540
*
```

=====

Most stable structure, least stable structure: arrangement a, arrangement b.

=====

Arrangement a

The following is a quantum chemistry calculation of an isolated molecule of C4H6O2, from the Open Molecules 2025 dataset.

HOMO-LUMO gap, eV: 11.662
Lowest unoccupied orbital energy, eV: 1.079
SMILES: O=COC1CC1

Geometry as ORCA input:
```
! RIJCOSX wB97M-V def2-TZVPD def2/J DEFGRID3
* xyz 0 1
O -1.054 -2.249 -0.284
C -0.424 -1.536 -1.009
O -0.707 -0.220 -1.261
C -0.638 0.386 0.013
C 0.325 1.488 0.260
C 0.631 0.103 0.765
H 0.524 -1.807 -1.489
H -1.579 0.354 0.552
H 0.922 1.838 -0.577
H 0.029 2.234 0.986
H 1.440 -0.407 0.243
H 0.530 -0.185 1.802
*
```

=====

Arrangement b

The following is a quantum chemistry calculation of an isolated molecule of C4H6O2, from the Open Molecules 2025 dataset.

HOMO-LUMO gap (alpha / beta), eV: 7.519 / 7.521
Lowest unoccupied orbital energy (alpha / beta), eV: -1.218 / -1.217

Geometry as ORCA input:
```
! RIJCOSX wB97M-V def2-TZVPD def2/J DEFGRID3
* xyz 0 1
O 1.883 -0.939 0.093
C 0.883 -0.525 0.684
C -0.501 -1.004 0.652
C -0.404 0.512 -1.348
C -0.050 1.381 -0.352
O 0.625 1.048 0.743
H 0.791 -0.847 1.844
H -1.262 -0.434 1.180
H -0.673 -2.078 0.526
H 0.212 -0.362 -1.577
H -1.122 0.823 -2.103
H -0.382 2.425 -0.343
*
```

=====

Most stable structure, least stable structure: arrangement a, arrangement b.

=====

Arrangement a

The following is a quantum chemistry calculation of an isolated molecule of C4H6O2, from the Open Molecules 2025 dataset.

HOMO-LUMO gap, eV: 10.896
Lowest unoccupied orbital energy, eV: 1.006
SMILES: C1OC[C@H]2O[C@@H]12

Geometry as ORCA input:
```
! RIJCOSX wB97M-V def2-TZVPD def2/J DEFGRID3
* xyz 0 1
C -1.245 -0.236 0.009
O -0.818 1.078 -0.306
C 0.544 1.038 -0.696
C 1.149 -0.206 -0.064
O 0.570 -0.299 1.497
C 0.003 -0.987 0.411
H -1.956 -0.172 0.840
H -1.728 -0.727 -0.845
H 0.630 0.974 -1.797
H 1.027 1.958 -0.367
H 1.832 -0.347 0.867
H -0.009 -2.071 0.451
*
```

=====

Arrangement b

The following is a quantum chemistry calculation of an isolated molecule of C4H6O2, from the Open Molecules 2025 dataset.

HOMO-LUMO gap, eV: 10.537
Lowest unoccupied orbital energy, eV: 0.769

Geometry as ORCA input:
```
! RIJCOSX wB97M-V def2-TZVPD def2/J DEFGRID3
* xyz 0 1
O 1.641 -0.139 -0.912
C 0.876 0.224 0.196
C -0.450 0.962 -0.040
C -1.114 -0.322 -0.554
C -0.273 -0.675 0.669
O -0.814 0.561 1.330
H 2.481 -0.490 -0.595
H 1.452 0.643 1.032
H -0.599 1.989 -0.379
H -2.190 -0.391 -0.366
H -0.808 -0.714 -1.521
H -0.194 -1.664 1.137
*
```

=====

Arrangement c

The following is a quantum chemistry calculation of an isolated molecule of C4H6O2, from the Open Molecules 2025 dataset.

HOMO-LUMO gap, eV: 10.183
Lowest unoccupied orbital energy, eV: 0.301
SMILES: C/C=C\C(=O)O

Geometry as ORCA input:
```
! RIJCOSX wB97M-V def2-TZVPD def2/J DEFGRID3
* xyz 0 1
C -1.220 -0.602 -0.417
C -0.733 0.747 -0.168
C 0.542 1.144 0.140
C 1.653 0.048 -0.026
H -0.610 -1.451 -0.660
H -2.242 -0.565 -1.001
H -1.662 -0.997 0.716
H -1.356 1.748 -0.023
H 0.820 2.026 0.767
H 0.788 -1.105 1.057
O 1.327 -1.248 0.170
O 2.693 0.256 -0.556
*
```

=====

Arrangement d

The following is a quantum chemistry calculation of an isolated molecule of C4H6O2, from the Open Molecules 2025 dataset.

HOMO-LUMO gap, eV: 10.947
Lowest unoccupied orbital energy, eV: 0.979
SMILES: C1OCC12CO2

Geometry as ORCA input:
```
! RIJCOSX wB97M-V def2-TZVPD def2/J DEFGRID3
* xyz 0 1
C 1.622 0.098 -0.244
O 1.284 -0.355 1.074
C 0.248 0.024 0.214
C -0.927 0.938 0.492
O -1.678 0.239 -0.517
C -0.775 -0.879 -0.465
H 1.832 -0.716 -0.935
H 2.249 0.984 -0.328
H -0.874 2.019 0.337
H -1.339 0.714 1.486
H -1.143 -1.690 0.176
H -0.543 -1.271 -1.464
*
```

=====

Most stable structure, least stable structure: arrangement c, arrangement a.

=====

Arrangement a

The following is a quantum chemistry calculation of an isolated molecule of C5H13N2O2PS2, from the Open Molecules 2025 dataset.

HOMO-LUMO gap, eV: 8.514
Lowest unoccupied orbital energy, eV: 0.465
SMILES: COP(=S)(NC(=S)N(C)C)OC

Geometry as ORCA input:
```
! RIJCOSX wB97M-V def2-TZVPD def2/J DEFGRID3
* xyz 0 1
C 0.982 -0.827 0.061
C 2.562 0.679 1.151
C 3.275 -1.549 0.374
C -1.460 0.109 -2.479
C -3.449 1.479 0.670
N 0.020 0.141 0.191
N 2.225 -0.567 0.495
O -2.017 -0.612 -1.387
O -2.087 1.216 0.385
P -1.621 -0.327 0.128
S 0.515 -2.226 -0.681
S -2.385 -1.579 1.385
H 1.982 0.816 2.068
H 3.616 0.653 1.417
H 2.396 1.532 0.488
H 4.097 -1.150 -0.223
H 3.646 -1.828 1.361
H 2.869 -2.431 -0.118
H -2.162 0.005 -3.305
H -0.499 -0.331 -2.753
H -1.327 1.163 -2.227
H -4.025 1.573 -0.252
H -3.481 2.418 1.223
H -3.871 0.675 1.279
H 0.197 0.967 0.748
*
```

=====

Arrangement b

The following is a quantum chemistry calculation of an isolated molecule of C5H13N2O2PS2, from the Open Molecules 2025 dataset.

HOMO-LUMO gap, eV: 8.360
Lowest unoccupied orbital energy, eV: 0.248
SMILES: COP(=N)(OC)SC(=S)N(C)C

Geometry as ORCA input:
```
! RIJCOSX wB97M-V def2-TZVPD def2/J DEFGRID3
* xyz 0 1
C 1.264 0.283 -0.247
C 2.802 -1.565 0.251
C 3.654 0.601 0.113
C -2.561 2.274 -0.489
C -2.982 -2.017 -0.572
N -1.330 0.967 1.626
N 2.439 -0.107 0.266
O -2.461 0.842 -0.607
O -2.601 -1.330 0.646
P -1.646 0.003 0.471
S 0.807 1.881 -0.336
S 0.078 -1.067 -0.397
H 2.292 -2.183 1.039
H 2.262 -2.053 -0.657
H 3.819 -1.542 0.380
H 4.190 0.508 0.953
H 4.326 0.395 -0.706
H 3.432 1.747 0.145
H -3.476 2.667 -0.915
H -1.878 2.846 -1.026
H -2.334 2.686 0.428
H -2.415 -2.842 -0.981
H -3.328 -1.373 -1.322
H -3.865 -2.448 -0.164
H -0.488 0.825 2.101
*
```

=====

Most stable structure, least stable structure: arrangement a, arrangement b.

=====

Arrangement a

The following is a quantum chemistry calculation of an isolated molecule of C4H10N2O2, from the Open Molecules 2025 dataset.

HOMO-LUMO gap, eV: 10.353
Lowest unoccupied orbital energy, eV: 0.708
SMILES: C[C@H](N)CNC(=O)O

Geometry as ORCA input:
```
! RIJCOSX wB97M-V def2-TZVPD def2/J DEFGRID3
* xyz 0 1
C 0.334 0.415 0.386
N -0.635 -0.493 -0.308
C -1.288 -1.482 0.465
O -0.750 -1.512 1.752
O -2.014 -2.339 -0.005
C 0.720 1.548 -0.487
C 1.204 1.184 -1.933
N 1.963 2.132 0.171
H -0.081 0.778 1.402
H 1.209 -0.225 0.619
H -0.761 -0.308 -1.285
H -1.337 -2.105 2.215
H -0.151 2.368 -0.576
H 1.716 2.201 -2.526
H 0.428 0.804 -2.550
H 2.002 0.599 -1.987
H 1.943 2.192 1.223
H 2.036 3.051 -0.139
*
```

=====

Arrangement b

The following is a quantum chemistry calculation of an isolated molecule of C4H10N2O2, from the Open Molecules 2025 dataset.

HOMO-LUMO gap, eV: 9.678
Lowest unoccupied orbital energy, eV: 0.430
SMILES: CCN[C@H](C)[N+](=O)[O-]

Geometry as ORCA input:
```
! RIJCOSX wB97M-V def2-TZVPD def2/J DEFGRID3
* xyz 0 1
C -2.629 -0.891 -0.218
C 1.502 1.914 -0.225
C -1.166 -1.115 0.317
C 0.986 0.354 0.476
N -0.355 0.044 -0.069
N 2.129 -0.463 -0.023
O 3.125 -0.380 0.649
O 1.897 -1.208 -0.946
H -3.216 -1.480 0.516
H -2.908 0.238 -0.164
H -2.640 -1.424 -1.255
H 1.787 1.809 -1.302
H 0.568 2.650 -0.246
H 2.246 2.430 0.482
H -1.031 -1.087 1.462
H -0.635 -1.978 0.012
H 0.853 0.497 1.593
H -0.513 0.088 -1.062
*
```

=====

Arrangement c

The following is a quantum chemistry calculation of a 2-piece molecular cluster, C4H10N2O2 overall, from the Open Molecules 2025 dataset.

HOMO-LUMO gap, eV: 10.622
Lowest unoccupied orbital energy, eV: 0.929
SMILES: CNC(C)=O.NC=O

Geometry as ORCA input:
```
! RIJCOSX wB97M-V def2-TZVPD def2/J DEFGRID3
* xyz 0 1
O -1.100 1.016 0.365
C -1.053 0.166 -0.520
N -0.622 0.468 -1.776
C -1.462 -1.276 -0.309
C -0.200 1.813 -2.116
H -0.597 -0.268 -2.486
H -0.616 -1.959 -0.499
H -1.791 -1.406 0.736
H -2.294 -1.553 -0.977
H 0.108 1.837 -3.175
H 0.655 2.127 -1.494
H -1.023 2.533 -1.972
O 2.027 -1.387 0.931
C 2.081 -1.018 2.090
N 1.228 -0.127 2.660
H 2.855 -1.385 2.807
H 0.478 0.276 2.094
H 1.329 0.142 3.642
*
```

=====

Most stable structure, least stable structure: arrangement c, arrangement b.